A molecular structure, C4H9NS in a non-equilibrium geometry, computed with ωB97M-V/def2-TZVPD.

The calculated total energy is -610.4332 hartree. The value obtained for the LUMO energy (alpha / beta) is -0.40 / -0.40 eV. Its HOMO-LUMO gap (alpha / beta) is 0.198 / 0.198 Ha. The relative energy (zero: lowest compared OMol25 entry of this formula, charge and spin) comes out at 841.36 kJ/mol. For the max |F|, the calculation gives 0.0803 hartree/bohr.

```
15
Properties=species:S:1:pos:R:3:forces:R:3
C -1.489455 0.251533 1.409462 0.0 -0.6 -0.7
C -1.247411 0.966568 -0.573255 -0.3 -1.1 -1.2
C 0.339550 -1.424342 0.733915 0.7 -1.0 -0.2
C 2.360609 0.564809 -1.363311 -1.1 2.5 3.1
N -2.225975 0.734640 0.443201 3.0 -0.2 -2.2
S 0.078972 0.309306 0.533291 0.7 2.0 -1.1
H -1.681827 0.332634 2.409827 -0.6 0.2 2.5
H -1.448469 0.529946 -1.614473 0.5 0.6 1.6
H -0.545937 -1.845417 0.301247 -0.5 -0.8 0.4
H 1.189421 -1.798940 0.112932 -0.3 0.9 0.7
H 0.473667 -1.543842 1.833444 -0.2 -0.4 -0.8
H 1.452193 1.035093 -1.652744 -0.1 0.6 -0.7
H 3.190645 1.160863 -0.943441 -0.9 -0.1 0.0
H 2.715677 -0.218436 -1.876781 0.8 -3.0 -2.0
H -3.161656 0.945589 0.246686 -1.6 0.5 0.6
```
Positions in Å, forces in eV/Å.